#w
DFT (ωB97M-V with the def2-TZVPD basis set) results for a single C3H5FS molecule.

For the molar mass, the calculation gives 92.138 g/mol. The calculation puts the orbital gap at 9.945 eV. The highest occupied orbital energy comes out at -9.022 eV. The spin multiplicity is 1.

XYZ file:
```
10
C3H5FS (ωB97M-V with the def2-TZVPD basis set)
H 1.3084 -0.3924 -1.6543
H 0.7683 0.6078 1.2552
C 0.6448 -0.3832 0.7881
S 1.9322 -0.3354 -0.3993
C -1.1181 0.8233 -0.3143
H 0.9349 -1.3259 1.3845
C -0.6615 -0.3423 0.0262
H -0.6465 1.6802 0.2338
H -1.9828 1.1678 -0.9799
F -1.1798 -1.4998 -0.3401
```

#x
DFT (ωB97M-V with the def2-TZVPD basis set) results for a molecular structure, C3H5FS.

For the molar mass, the calculation gives 92.138 g/mol. The calculation puts the orbital gap at 9.805 eV. The highest occupied orbital energy comes out at -9.329 eV. The spin multiplicity is 1.

XYZ file:
```
10
C3H5FS (ωB97M-V with the def2-TZVPD basis set)
C -0.7063 -0.5295 0.0230
H 0.6858 -1.2705 1.3153
C -1.2593 0.7620 -0.3448
H 0.3960 0.5821 1.3577
H 1.4306 0.2794 -1.2413
H -0.3166 1.6896 -0.0594
C 0.6619 -0.4303 0.6539
S 2.2555 -0.4437 -0.3688
F -1.0265 -1.7098 -0.4027
H -2.1211 1.0707 -0.9327
```

What is the stability order? It is #w, #x, from most stable to least stable.

#w
DFT (ωB97M-V with the def2-TZVPD basis set) results for a single C4H7N3O2S molecule.

For the molar mass, the calculation gives 161.186 g/mol. The calculation puts the orbital gap at 9.680 eV. The highest occupied orbital energy comes out at -9.038 eV. The spin multiplicity is 1.

XYZ file:
```
17
C4H7N3O2S (ωB97M-V with the def2-TZVPD basis set)
N 0.7974 0.9868 1.0386
H -0.7491 -2.6795 -2.4516
H 2.6610 0.3115 0.0581
H 0.4869 2.4212 2.5827
H -1.4877 -1.5059 -3.2603
O -2.7644 -0.6942 -1.0201
N 0.9816 -0.7782 -0.3634
H 2.1944 1.7547 2.3969
C 1.1905 2.1029 1.8123
N -0.9491 -1.7720 -2.4274
O -1.6429 -2.8237 -0.3972
C -0.3142 -0.5372 -0.1091
C 1.6223 0.1369 0.3337
S -1.6079 -1.5195 -0.9830
H 1.4011 2.9619 1.1459
C -0.4461 0.6254 0.6698
H -1.3738 1.0090 0.9740
```

#x
DFT (ωB97M-V with the def2-TZVPD basis set) results for a single C4H7N3O2S molecule.

For the molar mass, the calculation gives 161.186 g/mol. The calculation puts the orbital gap (spin up / spin down) at 5.744 / 7.578 eV. The highest occupied orbital energy (spin up / spin down) comes out at -7.477 / -8.243 eV. The spin multiplicity is 1.

XYZ file:
```
17
C4H7N3O2S (ωB97M-V with the def2-TZVPD basis set)
H -0.0431 0.2850 -1.8085
H 0.5368 1.5561 -0.8015
C -0.0943 0.7295 -0.7888
C -1.5566 0.8889 -0.5783
N 0.5112 -0.3978 0.0186
C 3.0166 -0.9377 0.5256
C 1.6659 -0.6940 0.1580
N -1.8661 1.7465 0.5396
H -1.3880 1.5662 1.4748
N 3.8816 -1.6767 -0.0126
H -2.8585 1.9414 0.5914
H 4.9288 -1.7295 0.4328
O -2.6116 -1.0897 1.3315
S -2.0047 -1.2221 0.0133
H -2.2955 0.7755 -1.3595
O -2.9582 -1.5244 -1.0947
H 3.1354 -0.2173 1.3584
```

What is the stability order? It is #w, #x, from most stable to least stable.

#w
DFT (ωB97M-V with the def2-TZVPD basis set) results for a single C18H20N2O5 molecule.

For the molar mass, the calculation gives 344.367 g/mol. The calculation puts the orbital gap at 9.743 eV. The highest occupied orbital energy comes out at -8.966 eV. The spin multiplicity is 1.

XYZ file:
```
45
C18H20N2O5 (ωB97M-V with the def2-TZVPD basis set)
C 2.4681 0.0730 2.5659
C 0.0154 -0.4827 -1.7903
C -0.1254 -1.9287 -1.9751
O -1.4363 -1.4965 0.6202
C 0.7597 -2.9351 -1.6821
C -1.5138 4.3903 -1.7910
C -1.2815 1.4506 0.5717
H -1.6238 5.4625 -1.7314
O -2.2738 1.3008 1.2599
C -1.4571 3.7648 -3.0253
H 0.9319 -2.0633 3.5571
C -1.1217 -1.0562 1.6958
O 1.0687 0.0268 -1.4298
H 1.8655 2.0768 1.9988
H -1.2800 1.8934 -4.0566
N -1.1083 0.2210 -2.0511
C -1.2293 1.6322 -1.9382
H 2.1904 0.2272 3.6113
H -1.9631 -4.3648 -2.8038
N -0.0726 0.9457 0.8876
H 3.5789 1.9062 2.3708
C -1.2893 2.2593 -0.6937
H -0.1477 0.3959 2.9049
O -1.7180 -1.4075 2.8299
H 2.9448 1.2880 0.8455
C -1.4395 3.6383 -0.6326
C 0.0173 -0.0649 1.9236
H 2.2995 -2.5964 2.5765
C -1.1337 -3.7817 -2.4536
C 1.3102 -2.1463 2.5404
H -2.4703 -1.9948 2.6541
H -1.5218 4.3465 -3.9326
C 0.0986 -4.1407 -1.9941
H 0.6581 -2.8117 1.9793
C 1.3860 -0.7691 1.8801
C -1.3205 2.3907 -3.0986
O -1.2785 -2.4527 -2.4490
H -1.9262 -0.2970 -2.3378
H 3.3959 -0.5036 2.5548
H 0.6366 0.9171 0.1591
C 2.7255 1.4205 1.9022
H 1.7491 -2.8123 -1.2930
H -1.5030 4.1131 0.3348
H 0.4830 -5.1345 -1.8904
H 1.6519 -0.9001 0.8258
```

#x
DFT (ωB97M-V with the def2-TZVPD basis set) results for a single C18H20N2O5 molecule.

For the molar mass, the calculation gives 344.367 g/mol. The calculation puts the orbital gap at 9.154 eV. The highest occupied orbital energy comes out at -8.625 eV. The spin multiplicity is 1.

XYZ file:
```
45
C18H20N2O5 (ωB97M-V with the def2-TZVPD basis set)
H 1.5569 0.2754 -2.2461
H 2.7674 -1.0248 3.3034
H 3.7074 0.4683 -1.3275
C -1.6019 -0.7170 -1.6358
C 3.0387 1.0647 0.5837
C -3.1455 -1.3860 0.2489
H 3.3778 2.7661 -0.7886
H -6.9635 -0.1009 1.4711
O 1.5803 -0.7243 -2.2991
C 3.4068 0.1347 -0.4175
H 2.8854 1.2709 2.7322
H -1.6815 -1.4614 -2.5000
H -0.6487 -1.3366 0.1357
N 0.7117 3.2547 1.2761
O 1.1496 -2.4517 -1.0449
H 3.0298 3.3590 0.7433
C 3.4562 -1.2434 -0.0143
C 0.6098 1.5360 -0.6681
H -0.3429 0.6669 0.8062
H -3.6695 1.3605 -1.7743
H 3.6712 -2.0058 -0.8989
H -1.4550 0.1703 -2.2470
C 0.8253 -1.2995 -1.3873
C -3.8607 0.5416 -1.1866
C -4.8606 0.6923 -0.1831
C -0.3973 -0.7227 -0.7304
H 1.2209 3.6219 -0.7168
C -5.1739 -0.2131 0.9319
H -2.3737 -2.1953 0.3075
C 3.1598 -1.7323 1.2060
H -4.2078 -1.7483 2.0743
H 0.7666 4.2420 1.4103
O 0.9486 1.5543 -1.9688
C 3.0303 -0.7988 2.2208
O -6.1439 0.1471 1.8858
C -2.9174 -0.5342 -0.9233
C 1.1481 2.7804 -0.0172
N -0.0871 0.5850 -0.2066
H 1.4771 3.0661 1.9879
C 2.9444 0.6136 1.8317
O 3.2011 -3.0290 1.4323
H 3.3400 -3.5354 0.5688
H -5.6409 1.4627 -0.4650
C 2.7154 2.5470 0.1037
C -4.2234 -1.2919 1.0193
```

What is the stability order? It is #w, #x, from most stable to least stable.

#w
DFT (ωB97M-V with the def2-TZVPD basis set) results for 2 unconnected molecules or ions with the total composition C4H4ClF3.

For the molar mass, the calculation gives 144.523 g/mol. The calculation puts the orbital gap at 10.842 eV. The highest occupied orbital energy comes out at -10.295 eV. The spin multiplicity is 1.

XYZ file:
```
12
C4H4ClF3 (ωB97M-V with the def2-TZVPD basis set)
C -2.1711 -1.5712 0.3588
H -0.3382 0.1745 0.9079
H 2.4718 1.5805 0.0608
F 1.5026 -0.5257 1.5062
C 1.4813 1.3861 -0.2508
F 1.5982 1.0161 -1.6206
Cl -2.9176 -1.7090 1.8220
F 0.7963 2.4438 -0.2191
H 0.6753 -0.4830 -0.3683
C -1.9449 -1.3702 -0.8465
C 0.7767 0.1380 0.5060
H -1.9305 -1.0798 -1.8563
```

#x
DFT (ωB97M-V with the def2-TZVPD basis set) results for 2 unconnected molecules or ions with the total composition C4H4ClF3.

For the molar mass, the calculation gives 144.523 g/mol. The calculation puts the orbital gap (spin up / spin down) at 8.817 / 9.071 eV. The highest occupied orbital energy (spin up / spin down) comes out at -8.882 / -9.092 eV. The spin multiplicity is 1.

XYZ file:
```
12
C4H4ClF3 (ωB97M-V with the def2-TZVPD basis set)
H 2.5933 1.5685 0.9591
Cl -1.4176 -1.6478 1.3275
C -1.6059 -0.5129 -0.0234
F -2.7003 -0.8044 -0.6955
C -0.4908 -0.4743 -0.9951
H -0.3786 -1.3528 -1.6910
F -1.7769 0.7191 0.4882
F -0.4082 0.7318 -1.5728
H 1.4872 -1.0073 1.1845
H 1.4839 1.8425 -0.1506
C 1.3575 -0.1090 0.6780
C 1.8564 1.0466 0.4910
```

What is the stability order? It is #w, #x, from most stable to least stable.